{"formula": "C7H13NO2", "method": "wB97M-V/def2-TZVPD", "symbols": ["C", "C", "C", "C", "C", "C", "C", "N", "O", "O", "H", "H", "H", "H", "H", "H", "H", "H", "H", "H", "H", "H", "H"], "positions_angstrom": [[-1.21174, -0.86279, -0.79506], [-2.29386, -0.32666, -1.80901], [-0.24294, 0.95802, 1.82296], [1.79402, 0.93804, 0.35943], [0.85519, -1.18141, 1.31913], [-0.16613, 0.08085, -0.61713], [0.50970, 0.21898, 0.73271], [1.26372, -0.51236, -1.85591], [-1.38081, -1.93710, -0.36704], [1.11606, -0.23891, -2.97634], [-2.75293, -1.14471, -2.36862], [-3.09622, 0.08803, -1.27417], [-1.85727, 0.45036, -2.57268], [0.45655, 1.14883, 2.58669], [-1.17437, 0.48938, 2.14694], [-0.57101, 1.85400, 1.39405], [2.56634, 0.92101, 1.08033], [2.07138, 0.47663, -0.53176], [1.72543, 2.05092, 0.12271], [1.69995, -1.52989, 0.79565], [1.10654, -1.20888, 2.41075], [-0.00777, -1.76621, 1.38660], [-0.40983, 1.03386, -0.99022]], "mulliken_charge": [0.704, -1.212, -1.958, -1.904, -1.792, -0.656, 1.978, 0.183, -0.524, -0.305, 0.405, 0.314, 0.273, 0.488, 0.376, 0.492, 0.464, 0.537, 0.330, 0.430, 0.385, 0.446, 0.546], "total_charge": 0, "spin_multiplicity": 1, "energy_ha": -479.5891, "e_homo_ev": -8.751, "homo_lumo_gap_ev": 8.1, "relative_energy_kcal_mol": 130.2}